Density functional theory data (the ωB97M-V functional and the def2-TZVPD basis) for the molecule C4H3N3O3.

As for the SMILES: [H]/N=C(/O)c1ncnoc1=O. For the largest force on an atom, the calculation gives 0.0659 hartree/bohr. The energy relative to the best compared isomer or geometry (same formula, charge and spin) comes out at 367.7 kJ/mol. Its HOMO energy is -10.54 eV. For the HOMO-LUMO gap, the calculation gives 9.05 eV. The charge is 0.

Each line ends with the Mulliken charge.
Element x y z (Å)
H  1.84  0.79  -1.49  0.25
N  2.28  0.11  -0.88  -0.70
C  1.42  -0.62  -0.27  0.47
O  1.93  -1.35  0.70  -0.50
C  -0.01  -0.21  -0.07  0.57
N  -0.69  0.07  -1.11  -0.50
C  -2.03  0.38  -0.94  -0.03
N  -2.63  0.51  0.18  -0.28
O  -1.88  0.35  1.31  -0.16
C  -0.54  0.09  1.29  0.58
O  0.09  0.27  2.29  -0.51
H  2.86  -0.84  0.82  0.41
H  -2.65  0.45  -1.84  0.41



Density functional theory data (the ωB97M-V functional and the def2-TZVPD basis) for a cluster of 2 separate species, C4H3N4O4 in total.

For the largest force on an atom, the calculation gives 0.0774 hartree/bohr. The energy relative to the best compared isomer or geometry (same formula, charge and spin) comes out at 186.5 kJ/mol. Its HOMO energy (spin up / spin down) is -5.86 / -3.74 eV. For the HOMO-LUMO gap (spin up / spin down), the calculation gives 8.58 / 6.38 eV. The charge is -1.

Each line ends with the Mulliken charge.
Element x y z (Å)
C  -0.10  -0.60  -0.23  -0.14
C  0.87  -1.35  0.64  -0.01
C  -2.85  3.11  -1.08  0.60
C  0.06  1.41  -1.51  0.58
N  0.31  0.33  -0.99  -0.21
N  2.10  -1.12  0.58  -0.58
N  0.47  2.44  -2.00  -0.61
N  -2.73  0.61  -2.15  0.26
O  -3.92  3.12  -0.63  -0.50
O  -3.61  1.02  -2.91  -0.49
O  -1.96  3.83  -1.52  -0.62
O  -2.24  1.46  -1.24  -0.25
H  -1.19  -0.94  -0.42  0.29
H  0.29  -2.12  1.08  0.34
H  -0.15  3.19  -2.36  0.35



Density functional theory data (the ωB97M-V functional and the def2-TZVPD basis) for the molecule C4H3NO.

As for the SMILES: C=CC(=O)C#N. For the largest force on an atom, the calculation gives 0.0802 hartree/bohr. The energy relative to the best compared isomer or geometry (same formula, charge and spin) comes out at 79.5 kJ/mol. Its HOMO energy is -10.79 eV. For the HOMO-LUMO gap, the calculation gives 9.74 eV. The charge is 0.

Each line ends with the Mulliken charge.
Element x y z (Å)
C  -1.65  0.34  -0.07  -0.60
C  -0.53  -0.41  0.04  -0.28
C  0.90  0.32  0.05  0.68
O  0.86  1.54  0.16  -0.48
C  2.11  -0.49  -0.07  0.05
N  3.03  -1.13  -0.12  -0.25
H  -2.58  -0.12  -0.21  0.30
H  -1.46  1.40  -0.03  0.29
H  -0.69  -1.46  0.26  0.32



Density functional theory data (the ωB97M-V functional and the def2-TZVPD basis) for the molecule C4H3NO.

As for the SMILES: C#C[C@H]1N=C1O. For the largest force on an atom, the calculation gives 0.0101 hartree/bohr. The energy relative to the best compared isomer or geometry (same formula, charge and spin) comes out at 241.2 kJ/mol. Its HOMO energy is -9.74 eV. For the HOMO-LUMO gap, the calculation gives 10.23 eV. The charge is 0.

Each line ends with the Mulliken charge.
Element x y z (Å)
C  2.37  -0.14  -0.40  0.36
C  1.24  -0.38  -0.06  -0.58
C  -0.12  -0.69  0.31  -0.28
N  -0.85  0.24  1.33  -0.50
C  -1.18  0.26  0.12  0.34
O  -1.99  0.85  -0.74  -0.44
H  3.38  0.08  -0.70  0.39
H  -0.35  -1.75  0.41  0.33
H  -2.50  1.53  -0.27  0.37